No. 1
Formula: C41H85O23PS8
Source: the OMol25 dataset
Level of theory: wB97M-V/def2-TZVPD

```
158
Properties=species:S:1:pos:R:3:forces:R:3:lowdin_charge:R:1
C -3.336 -3.656 -1.267 -0.649 -0.008 0.707 -0.0515
C -2.182 -3.334 -0.310 -1.050 -0.563 -1.356 -0.2493
O -2.841 -2.887 0.879 0.429 0.398 0.464 -0.1923
P -2.619 -3.586 2.289 -0.042 -0.576 -0.029 0.4464
O -2.603 -5.067 2.222 -0.182 1.343 0.441 -0.2345
O -1.261 -2.944 2.858 -0.485 -0.048 -0.273 -0.1646
C -0.113 -3.728 3.147 0.682 -0.376 1.725 -0.2594
C 1.033 -3.523 2.185 0.153 0.520 0.056 -0.0377
O -3.760 -2.875 3.161 0.895 -1.048 -0.511 -0.1518
C -3.951 -1.467 3.022 -0.643 1.386 -0.368 -0.2807
C -5.289 -1.171 2.354 -0.146 -0.299 -0.702 -0.0516
H -4.019 -2.803 -1.260 0.252 0.237 -0.351 0.0788
H -3.085 -3.925 -2.291 0.279 0.058 0.107 0.0601
H -3.958 -4.425 -0.801 0.269 -0.333 -0.184 0.0807
H -1.581 -4.228 -0.145 0.162 0.168 0.261 0.1115
H -1.590 -2.545 -0.777 0.177 0.073 0.554 0.0917
H 0.245 -3.438 4.146 -0.189 0.608 -0.238 0.0848
H -0.364 -4.762 3.398 -0.319 -0.155 -1.079 0.1179
H 1.579 -2.605 2.428 -0.151 0.029 0.111 0.0617
H 1.765 -4.320 2.323 -0.123 -0.176 -0.381 0.0942
H 0.712 -3.379 1.153 0.064 -0.641 -0.012 0.0466
H -3.913 -0.978 3.997 -0.414 -0.879 -0.084 0.0854
H -3.148 -0.978 2.466 -0.233 -0.569 0.086 0.0634
H -5.236 -1.322 1.272 0.230 -0.177 0.025 0.0688
H -6.080 -1.840 2.693 0.037 0.069 0.315 0.0774
H -5.622 -0.138 2.455 0.203 0.035 0.413 0.0780
O 0.994 -3.644 -1.215 -0.505 -0.296 -0.486 -0.3248
S 1.676 -4.600 -2.056 1.736 -0.472 -0.347 0.7041
O 2.826 -5.265 -1.458 -0.571 0.003 -0.318 -0.3392
C 0.620 -5.836 -2.942 -0.657 0.693 1.270 -0.1838
C 0.932 -5.693 -4.422 -1.158 1.369 -0.529 -0.2047
C 2.213 -4.871 -4.626 1.194 -2.057 0.221 -0.2329
C 2.263 -3.802 -3.586 -1.022 0.472 0.298 -0.2191
H -0.383 -5.478 -2.695 -0.058 0.078 -0.299 0.0914
H 0.643 -6.826 -2.491 0.783 0.042 0.024 0.1080
H 0.828 -6.612 -4.992 0.488 -0.142 0.146 0.1208
H 0.118 -5.047 -4.774 -0.001 -0.171 -0.243 0.0833
H 2.417 -4.550 -5.646 -0.473 0.262 0.001 0.1160
H 3.049 -5.550 -4.402 0.077 0.059 -0.089 0.1193
H 1.514 -3.031 -3.791 0.220 0.192 0.062 0.0837
H 3.261 -3.397 -3.441 -0.108 0.152 0.272 0.1098
O 3.580 -0.449 0.677 -0.316 0.246 -0.238 -0.3325
S 4.529 -0.713 -0.380 -0.179 -0.979 0.242 0.6995
O 4.284 -0.229 -1.729 0.316 0.097 0.776 -0.3305
C 6.173 -0.235 0.308 -0.807 -0.045 -0.679 -0.1964
C 7.008 -1.490 0.133 0.009 -0.034 -2.078 -0.2270
C 6.108 -2.708 0.336 -0.014 0.206 1.952 -0.2234
C 4.824 -2.505 -0.462 1.556 0.482 -0.823 -0.2028
H 5.959 0.090 1.323 0.111 0.000 0.023 0.0964
H 6.472 0.579 -0.349 0.279 0.154 0.334 0.1005
H 7.243 -1.455 -0.942 0.334 -0.191 0.080 0.1174
H 7.972 -1.534 0.631 -0.220 0.120 0.431 0.1195
H 5.948 -2.688 1.423 -0.469 -0.511 -0.073 0.1212
H 6.594 -3.651 0.097 0.017 0.054 -0.115 0.1202
H 3.964 -3.141 -0.280 -0.113 0.242 0.342 0.0929
H 5.196 -2.673 -1.477 -0.636 0.073 -0.265 0.1010
O 0.480 1.294 2.336 -0.436 -0.160 0.356 -0.3090
S -0.521 0.691 1.488 0.433 0.528 -1.837 0.7162
O -1.807 0.240 1.977 0.389 0.525 0.423 -0.3271
C -0.870 1.779 0.045 1.184 -0.738 0.898 -0.1919
C -1.059 0.754 -1.060 -0.725 0.345 -0.589 -0.2139
C 0.067 -0.277 -0.953 0.687 -0.022 0.773 -0.1898
C 0.183 -0.662 0.524 -0.764 -0.480 0.378 -0.2069
H 0.045 2.355 -0.097 -0.099 0.172 0.019 0.0888
H -1.681 2.423 0.371 -0.256 -0.053 -0.446 0.0895
H -2.066 0.353 -0.911 0.175 -0.596 -0.080 0.1203
H -1.064 1.194 -2.058 0.117 0.221 0.100 0.0834
H 1.047 0.117 -1.236 -0.233 0.454 -0.262 0.1057
H -0.041 -1.181 -1.554 -0.379 0.052 -0.006 0.0845
H 1.172 -0.898 0.909 0.069 0.136 -0.246 0.0686
H -0.505 -1.484 0.734 0.209 0.000 0.165 0.0687
O -0.923 3.838 -5.309 0.133 0.701 0.207 -0.3327
S -2.232 4.072 -4.744 0.253 -0.242 -0.447 0.6661
O -3.167 4.880 -5.490 -0.007 0.252 0.315 -0.3125
C -2.959 2.489 -4.475 -0.962 0.116 0.215 -0.2160
C -3.700 2.609 -3.124 -0.393 -0.913 0.190 -0.1861
C -3.536 3.981 -2.453 -0.009 0.719 -0.668 -0.2105
C -2.237 4.595 -3.008 0.030 -1.083 0.529 -0.2096
H -2.204 1.711 -4.537 0.166 0.107 0.366 0.0714
H -3.620 2.339 -5.329 -0.121 0.066 0.076 0.1091
H -4.762 2.369 -3.185 0.037 0.029 -0.360 0.1155
H -3.306 1.825 -2.474 0.140 0.163 0.109 0.0899
H -3.564 3.871 -1.371 0.450 0.147 -0.044 0.0872
H -4.328 4.696 -2.684 -0.275 -0.378 -0.229 0.1152
H -1.430 4.040 -2.520 0.376 0.325 -0.219 0.0877
H -2.143 5.669 -2.884 0.069 0.007 -0.160 0.1108
O -0.913 2.685 5.221 -0.712 0.457 -0.086 -0.3323
S -2.206 2.082 5.482 1.319 -2.569 0.682 0.6991
O -3.426 2.565 4.911 -0.443 0.772 -0.418 -0.3247
C -2.064 0.267 5.165 -0.916 0.331 0.905 -0.1989
C -1.804 -0.366 6.532 1.027 0.254 -0.342 -0.2124
C -2.452 0.443 7.669 -0.547 -1.076 -0.117 -0.2131
C -2.361 1.900 7.301 1.115 1.233 0.002 -0.2179
H -1.334 -0.040 4.424 0.102 0.501 -0.085 0.0885
H -3.062 -0.043 4.846 0.416 0.566 0.059 0.0585
H -2.069 -1.422 6.475 -0.282 0.038 0.303 0.1207
H -0.723 -0.356 6.701 -0.074 -0.003 -0.058 0.0905
H -1.897 0.177 8.569 -0.026 0.451 0.152 0.1119
H -3.475 0.116 7.869 -0.111 0.174 -0.262 0.1127
H -1.399 2.315 7.616 0.100 -0.224 -0.002 0.0973
H -3.068 2.621 7.709 -0.524 -0.398 -0.229 0.1023
O -0.120 4.787 0.565 0.107 -0.513 -0.014 -0.3291
S -1.360 5.244 1.135 -0.869 2.209 0.291 0.6790
O -2.590 5.162 0.380 -0.028 -0.628 -0.298 -0.3332
C -1.663 4.691 2.822 0.735 -0.013 -0.264 -0.2180
C -1.230 5.867 3.702 0.043 -0.301 0.874 -0.2077
C -1.608 7.183 2.986 -0.231 -0.361 0.442 -0.2092
C -1.127 7.008 1.570 1.528 -0.218 -0.514 -0.2322
H -1.077 3.786 2.981 -0.047 -0.003 0.134 0.0817
H -2.724 4.484 2.939 -0.029 -0.039 -0.226 0.1065
H -1.680 5.705 4.686 -0.492 0.383 -0.170 0.1137
H -0.179 5.807 3.996 0.224 0.113 -0.728 0.1221
H -1.167 8.066 3.447 0.093 -0.091 0.072 0.1141
H -2.691 7.316 3.029 -0.024 -0.033 -0.117 0.1189
H -0.035 7.093 1.501 0.041 -0.086 0.506 0.0982
H -1.412 7.728 0.803 -0.896 -0.404 -0.007 0.1073
O 2.631 2.496 -4.986 -0.072 -0.225 0.870 -0.3189
S 1.893 2.813 -3.775 -1.139 1.160 -0.708 0.6886
O 0.616 2.169 -3.519 0.471 -0.540 0.022 -0.3543
C 2.888 2.756 -2.298 0.869 0.090 0.106 -0.2205
C 3.052 4.217 -1.811 -0.044 -0.635 -0.554 -0.1839
C 2.814 5.152 -3.012 -0.103 0.175 -0.117 -0.2113
C 1.595 4.616 -3.729 -0.691 -1.148 0.339 -0.2197
H 3.845 2.322 -2.589 -0.038 -0.062 0.013 0.0936
H 2.420 2.101 -1.568 -0.091 -0.023 -0.085 0.0845
H 2.305 4.396 -1.038 0.017 0.227 -0.001 0.1048
H 4.047 4.355 -1.391 -0.037 0.045 0.102 0.1122
H 3.610 5.144 -3.761 0.390 -0.010 0.398 0.1182
H 2.709 6.164 -2.622 -0.163 0.098 -0.314 0.1145
H 1.317 4.888 -4.744 0.450 0.309 -0.037 0.0995
H 0.674 4.652 -3.144 0.134 0.299 0.174 0.0816
O -2.768 -1.040 -4.710 0.157 -0.073 0.217 -0.3194
S -1.586 -1.831 -4.942 0.015 0.318 -1.039 0.6768
O -1.449 -3.122 -4.301 0.321 0.154 0.518 -0.3297
C -1.335 -2.176 -6.686 0.201 -0.034 -0.351 -0.2202
C 0.168 -2.442 -6.737 0.176 0.200 0.969 -0.2087
C 0.831 -1.284 -5.954 0.154 1.218 -0.576 -0.1962
C -0.076 -0.792 -4.817 -1.099 -0.762 0.441 -0.1926
H -1.617 -1.315 -7.295 0.024 0.160 0.206 0.1139
H -1.935 -3.023 -7.013 -0.088 -0.061 0.309 0.1100
H 0.379 -3.348 -6.168 -0.084 -0.293 -0.428 0.0758
H 0.550 -2.510 -7.751 0.037 -0.094 0.012 0.1189
H 0.936 -0.445 -6.647 -0.083 0.047 0.023 0.1187
H 1.859 -1.443 -5.630 -0.121 -0.490 0.149 0.1093
H -0.470 0.217 -4.918 0.253 0.088 -0.260 0.0792
H 0.269 -0.863 -3.786 0.313 -0.212 -0.115 0.0833
C 3.033 -0.277 3.735 -1.264 0.794 0.566 -0.0248
O 3.157 -1.439 4.559 0.987 -0.445 -0.568 0.0112
C 2.142 -1.773 5.329 -0.110 0.262 0.323 -0.6159
O 1.177 -1.097 5.580 -0.068 -0.307 -0.111 0.1323
O 2.417 -2.986 5.827 0.389 -0.396 -0.535 0.0056
C 1.468 -3.608 6.650 -1.274 0.067 1.261 -0.0638
H 2.228 -0.416 3.018 0.113 -0.045 -0.106 0.0574
H 3.952 -0.033 3.219 0.234 -0.520 0.180 0.0791
H 2.730 0.557 4.370 0.083 0.092 -0.104 0.1036
H 1.847 -4.537 7.070 0.594 0.155 -0.263 0.0953
H 0.521 -3.880 6.176 0.208 0.283 -0.489 0.0852
H 1.195 -2.958 7.486 0.107 0.037 -0.034 0.0983
```
Forces are in eV/Å.

Results
SMILES: CCOP(=O)(OCC)OCC.O=S1(=O)CCCC1.O=S1(=O)CCCC1.O=S1(=O)CCCC1.O=S1(=O)CCCC1.O=S1(=O)CCCC1.O=S1(=O)CCCC1.O=S1(=O)CCCC1.O=S1(=O)CCCC1.COC(=O)OC
HOMO energy: -9.85 eV
lowest unoccupied orbital energy: 0.176 eV
frontier orbital gap: 10.027 eV

No. 2
Formula: C2H5FeMgO3
Source: the OMol25 dataset
Level of theory: wB97M-V/def2-TZVPD

```
12
Properties=species:S:1:pos:R:3:forces:R:3:nbo_charge:R:1
O -0.335 -0.409 -1.305 -1.774 1.806 0.732 -0.7395
C 1.006 -0.093 -1.046 1.858 -0.970 0.135 -0.1472
C 1.168 0.633 0.317 1.061 0.731 -0.653 -0.1366
O 0.002 0.400 1.064 -1.473 0.288 -0.012 -0.9539
Mg -0.839 -1.450 1.257 0.111 -0.683 0.587 1.1039
H 1.504 0.476 -1.852 -0.558 -0.099 0.175 0.2217
H 1.555 -1.055 -0.979 -0.252 0.385 -0.159 0.1967
H 1.315 1.723 0.196 -0.188 -0.357 -0.077 0.1882
H 2.086 0.289 0.827 -0.545 -0.078 -0.012 0.2241
Fe -1.453 0.705 -0.214 0.821 -1.855 0.190 1.7928
O -2.555 -0.449 0.885 1.407 0.907 -0.704 -1.2822
H -3.453 -0.771 0.851 -0.469 -0.076 -0.203 0.5320
```
Forces are in eV/Å.

Results
spin multiplicity: 7
HOMO energy (alpha / beta): -10.12 / -14.73 eV
lowest unoccupied orbital energy (alpha / beta): -5.657 / -7.047 eV
charge: +1
ΔE to the lowest compared entry with this formula, charge and spin: 0.000 eV
frontier orbital gap (alpha / beta): 4.466 / 7.679 eV